Entry 1:
Below is a molecular structure, C21H56NO8V at a distorted geometry, with properties calculated with ωB97M-V/def2-TZVPD.

<S²>: 4.0308
LUMO level (alpha / beta), eV: -6.581 / -6.529
Multiplicity: 4
Charge: +1

```
87
C21H56NO8V (ωB97M-V/def2-TZVPD)
V 4.135 -0.079 -2.992
C 0.270 0.428 -0.944
C 1.685 0.264 -0.465
O 2.620 -0.003 -1.476
H 0.095 1.223 -1.669
H -0.435 0.753 -0.178
H -0.109 -0.536 -1.283
H 1.610 -0.578 0.223
H 1.980 1.124 0.136
C -2.552 -4.027 0.740
C -1.654 -4.185 2.000
C -0.151 -4.102 1.555
C 0.291 -2.678 1.236
C 0.087 -1.833 2.514
C -1.296 -1.911 3.095
N -1.829 -3.308 3.138
O -3.146 -3.309 3.585
C -1.208 -1.323 4.523
C -2.198 -0.977 2.178
C -1.823 -5.627 2.524
H -2.358 -4.888 0.101
H -2.365 -3.163 0.102
H -3.611 -3.959 0.986
H 0.395 -4.491 2.414
H 0.053 -4.775 0.723
H -0.276 -2.295 0.387
H 1.313 -2.726 0.861
H 0.444 -0.810 2.393
H 0.766 -2.214 3.277
H -0.398 -1.792 5.081
H -0.896 -0.279 4.549
H -2.077 -1.476 5.163
H -3.204 -0.898 2.590
H -1.890 0.061 2.303
H -2.266 -1.232 1.120
H -1.640 -6.344 1.723
H -2.829 -5.877 2.861
H -1.153 -5.943 3.324
H -3.085 -3.861 4.368
C -1.307 2.662 -4.174
C -2.202 1.707 -4.955
O -1.609 1.554 -6.243
H -0.288 2.276 -4.151
H -1.633 2.647 -3.134
H -1.244 3.672 -4.579
H -3.224 2.086 -4.987
H -2.116 0.786 -4.379
H -0.791 1.070 -6.112
C 6.098 3.551 0.309
C 4.691 3.118 0.303
O 3.855 4.188 -0.051
H 6.394 3.640 -0.737
H 6.735 2.783 0.748
H 6.263 4.502 0.816
H 4.422 2.747 1.292
H 4.531 2.253 -0.341
H 3.759 4.144 -1.005
C 0.425 -3.609 -2.491
C 0.356 -3.404 -3.992
O 1.622 -3.129 -4.440
H 1.009 -4.486 -2.210
H -0.580 -3.646 -2.072
H 0.869 -2.753 -1.983
H -0.376 -2.641 -4.257
H -0.022 -4.293 -4.496
H 1.648 -3.092 -5.399
C 0.539 5.072 -1.300
C 0.515 4.617 0.166
O 1.457 5.314 0.971
H 0.322 6.136 -1.398
H -0.121 4.401 -1.849
H 1.513 4.952 -1.774
H 0.783 3.562 0.226
H -0.452 4.745 0.652
H 2.308 4.949 0.714
C -3.370 1.889 -0.798
O -4.722 1.847 -0.477
H -2.815 1.156 -0.212
H -3.146 1.774 -1.858
H -3.046 2.887 -0.505
H -4.963 0.919 -0.432
C 1.143 2.124 3.022
O 0.950 3.380 3.516
H 1.765 1.528 3.691
H 0.233 1.617 2.702
H 1.649 2.455 2.116
H 0.875 3.991 2.779
```

***

Entry 2:
Below is 2 unconnected molecules or ions with the total composition C35H46N4O4S2 at a distorted geometry, with properties calculated with ωB97M-V/def2-TZVPD.

LUMO level, eV: -0.459

```
91
C35H46N4O4S2 (ωB97M-V/def2-TZVPD)
C 0.450 5.138 1.672
C -0.017 3.967 0.827
C -1.504 4.107 0.610
N 0.149 2.691 1.550
N -0.794 2.433 2.446
N -0.347 1.370 3.152
C -1.352 0.796 4.095
C -2.584 0.366 3.319
C -1.752 1.858 5.102
C 0.891 0.990 2.754
C 1.636 -0.101 3.534
C 3.101 -0.183 3.115
C 0.939 -1.445 3.258
C 1.629 0.209 5.046
C 1.244 1.821 1.648
C 2.292 1.807 0.722
H 0.250 6.069 1.132
H -0.125 5.155 2.608
H 1.518 5.090 1.899
H 0.561 3.872 -0.093
H -1.719 5.034 0.074
H -1.918 3.271 0.041
H -2.002 4.131 1.585
H -0.898 -0.064 4.588
H -3.363 0.073 4.036
H -2.951 1.206 2.713
H -2.371 -0.494 2.672
H -2.592 1.474 5.699
H -0.934 2.107 5.789
H -2.080 2.764 4.574
H 3.606 0.766 3.331
H 3.604 -0.980 3.680
H 3.192 -0.417 2.053
H -0.107 -1.440 3.600
H 0.946 -1.644 2.175
H 1.470 -2.258 3.777
H 0.621 0.278 5.480
H 2.159 -0.599 5.575
H 2.155 1.156 5.239
H 3.168 1.228 0.972
H 2.207 2.440 -0.157
C 1.501 -5.165 -1.330
N 1.818 -4.260 -2.418
C 1.319 -4.703 -3.709
C 2.527 -3.103 -2.247
C 3.200 -2.489 -3.340
C 3.846 -1.278 -3.166
C 3.702 -0.520 -1.969
C 4.037 0.880 -1.902
C 4.449 1.575 -3.016
S 5.677 2.901 -2.981
C 7.330 2.196 -2.879
C 7.932 2.058 -1.627
C 9.257 1.627 -1.533
C 9.988 1.345 -2.694
C 9.381 1.488 -3.947
C 8.051 1.912 -4.042
O 5.673 3.539 -4.281
O 5.459 3.686 -1.784
S 3.676 1.321 -4.612
C 3.252 2.930 -5.305
C 3.654 3.267 -6.595
C 3.310 4.523 -7.097
C 2.560 5.408 -6.317
C 2.145 5.042 -5.031
C 2.472 3.782 -4.529
O 4.709 0.768 -5.473
O 2.404 0.654 -4.460
C 3.227 -1.232 -0.845
C 2.650 -2.486 -0.963
H 2.053 -4.894 -0.426
H 0.421 -5.152 -1.113
H 1.774 -6.195 -1.612
H 1.379 -3.891 -4.442
H 1.897 -5.570 -4.077
H 0.268 -5.019 -3.598
H 3.228 -2.966 -4.324
H 4.477 -0.925 -3.978
H 4.057 1.396 -0.940
H 7.368 2.309 -0.733
H 9.718 1.530 -0.549
H 11.031 1.020 -2.619
H 9.950 1.283 -4.858
H 7.581 2.032 -5.015
H 4.253 2.559 -7.167
H 3.643 4.800 -8.097
H 2.294 6.389 -6.707
H 1.565 5.721 -4.406
H 2.158 3.458 -3.536
H 3.272 -0.746 0.126
H 2.257 -2.983 -0.074
```

***

Entry 3:
Below is a molecular structure, C14H12BrN2O5S3Zr at a distorted geometry, with properties calculated with ωB97M-V/def2-TZVPD.

LUMO level, eV: -4.885
Charge: +1

```
38
C14H12BrN2O5S3Zr (ωB97M-V/def2-TZVPD)
Zr 0.743 0.002 -0.330
Br -0.694 6.720 -0.154
C 0.287 5.112 -0.032
C 1.617 5.072 -0.425
C 2.307 3.871 -0.392
C 1.669 2.712 0.047
C 0.352 2.778 0.543
C -0.340 3.974 0.473
N 2.230 1.421 -0.090
C 3.383 1.022 0.365
C 3.705 -0.426 0.270
C 2.985 -1.242 -0.779
C 2.079 -2.257 -0.638
C 1.212 -2.647 0.469
C 0.780 -1.815 1.456
N 1.294 -0.522 1.652
H 2.102 5.972 -0.767
H 3.326 3.834 -0.748
H -0.118 1.883 0.994
H -1.365 4.038 0.808
H 4.122 1.681 0.822
H 3.517 -1.213 -1.735
H 1.938 -2.892 -1.516
H 0.786 -3.643 0.409
H 0.024 -2.130 2.181
O -0.013 1.125 -1.889
S -1.114 0.076 -1.767
O -2.247 0.141 -2.580
O -1.266 0.137 -0.232
O -0.202 -1.144 -1.798
C 7.092 -0.442 1.708
O 5.740 -0.135 1.394
C 5.170 -0.765 0.378
S 5.891 -1.826 -0.616
S 2.914 -0.500 1.999
H 7.222 -1.518 1.835
H 7.300 0.069 2.644
H 7.765 -0.094 0.921
```

***

Entry 4:
Below is C2H3F3 in the gas phase at a distorted geometry, with properties calculated with ωB97M-V/def2-TZVPD.

LUMO level, eV: 1.048
ΔE to the lowest compared entry with this formula, charge and spin, kcal per mole: 10.7

```
8
C2H3F3 (ωB97M-V/def2-TZVPD)
C 0.360 -0.168 0.684
C -0.388 0.140 -0.653
F -1.639 -0.289 -0.576
F -0.344 1.426 -0.741
F 0.307 -0.404 -1.577
H 0.435 -1.223 0.815
H -0.113 0.279 1.504
H 1.382 0.239 0.545
```

***

| no. | electronic energy (eV) |
| --- | --- |
| 1 | -66227.8016 |
| 2 | -72856.9008 |
| 3 | -131751.7607 |
| 4 | -10275.2643 |